Entry 1:
Computed, not measured: a molecular structure, C28H55O2PtSi4 in a non-equilibrium geometry, with wB97M-V/def2-TZVPD.

Its energy above the lowest of the compared OMol25 structures with the same formula, charge and spin is 0.0 kJ/mol. For the total energy, the calculation gives -68779.700 eV. As for the spin multiplicity: 3. The HOMO energy (alpha / beta) comes out at -2.0 / -3.6 eV. Its charge is -1.

Element x y z (Å)
O 0.06 -0.32 -6.36
C 0.05 0.95 -7.06
C -0.05 0.31 -8.44
H 0.98 1.51 -6.87
H -0.83 1.54 -6.77
C -0.01 -1.01 -7.63
H 0.83 0.46 -9.08
H -1.00 0.54 -8.92
C 1.24 -1.84 -7.86
H 2.14 -1.24 -7.72
H 1.24 -2.25 -8.88
H 1.25 -2.68 -7.15
C -1.26 -1.85 -7.72
H -2.15 -1.25 -7.47
H -1.18 -2.70 -7.03
H -1.37 -2.24 -8.74
Pt -0.30 -0.41 0.96
C -2.21 -1.55 0.87
C -2.39 -0.20 1.43
C -2.77 0.66 0.31
H -2.55 0.01 2.48
C -2.91 -0.14 -0.83
C -2.56 -1.48 -0.53
H -2.64 -2.33 -1.20
H -2.07 -2.44 1.49
H -3.01 1.72 0.39
H -3.35 0.18 -1.77
C 0.73 -2.35 1.06
C 0.10 -3.08 -0.02
C 0.57 -2.57 -1.24
H -0.53 -3.95 0.09
C 1.47 -1.52 -1.01
C 1.61 -1.31 0.42
H 2.43 -0.81 0.93
H 0.80 -2.64 2.11
H 0.33 -2.97 -2.22
H 2.05 -1.02 -1.79
O 0.48 -0.73 -3.97
C -0.94 -0.94 -3.95
C -1.70 0.37 -4.20
H -1.21 -1.34 -2.96
H -1.18 -1.70 -4.70
C -0.63 1.46 -3.99
H -2.56 0.50 -3.54
H -2.05 0.37 -5.24
C 0.69 0.69 -3.84
H -0.82 1.98 -3.06
H -0.62 2.18 -4.81
H 1.06 0.83 -2.81
H 1.46 1.03 -4.55
C 3.64 -0.52 3.57
Si 2.57 1.01 3.37
C 2.93 2.14 4.85
C 2.95 1.96 1.79
Si 0.31 0.42 3.12
Si -0.04 -1.04 4.95
C 0.57 -0.39 6.62
C -1.89 -1.38 5.09
C 0.86 -2.68 4.72
Si -0.80 2.36 3.94
C -0.51 2.80 5.76
C -0.14 3.79 2.91
C -2.68 2.30 3.78
H 4.68 -0.18 3.64
H 3.57 -1.22 2.72
H 3.40 -1.07 4.49
H 4.00 2.40 4.81
H 2.36 3.08 4.81
H 2.73 1.65 5.81
H 2.79 1.35 0.89
H 2.35 2.87 1.70
H 4.01 2.25 1.83
H -0.13 0.33 7.07
H 0.64 -1.25 7.30
H 1.56 0.08 6.59
H -2.27 -1.89 4.19
H -2.04 -2.05 5.95
H -2.49 -0.47 5.25
H 0.19 -3.43 4.26
H 1.77 -2.61 4.11
H 1.14 -3.06 5.71
H 0.54 2.74 6.08
H -0.84 3.84 5.91
H -1.11 2.17 6.43
H -0.32 3.63 1.84
H -0.70 4.68 3.22
H 0.93 3.98 3.06
H -3.01 2.25 2.73
H -3.13 1.46 4.33
H -3.08 3.23 4.21

Entry 2:
Computed, not measured: 3 unconnected molecules or ions with the total composition C2H10O2S in a non-equilibrium geometry, with wB97M-V/def2-TZVPD.

Its energy above the lowest of the compared OMol25 structures with the same formula, charge and spin is 48.2 kJ/mol. The SMILES is CSC.O.O. For the total energy, the calculation gives -17165.994 eV. The HOMO energy comes out at -8.6 eV.

Element x y z (Å)
C -2.52 0.77 -2.48
S -2.28 1.31 -0.76
C -0.98 0.15 -0.18
H -2.41 1.62 -3.14
H -3.50 0.35 -2.58
H -1.75 0.05 -2.76
H -0.12 0.76 0.00
H -1.29 -0.44 0.68
H -0.81 -0.51 -1.02
O 3.65 -0.08 2.44
H 3.61 0.28 1.55
H 2.72 -0.11 2.69
O 3.04 -2.91 1.38
H 2.85 -2.62 0.48
H 3.76 -2.33 1.65

Entry 3:
Computed, not measured: a molecular structure, C59H114BF9Hg2N6O17PS in a non-equilibrium geometry, with wB97M-V/def2-TZVPD.

Its energy above the lowest of the compared OMol25 structures with the same formula, charge and spin is 1250.2 kJ/mol. For the total energy, the calculation gives -160365.397 eV. The HOMO energy comes out at -9.9 eV. Its charge is +1.

Element x y z (Å)
Hg -1.43 6.05 -2.41
Hg 3.01 0.08 -6.15
O 1.43 0.06 -2.27
C 0.58 0.13 -1.35
O 0.01 -0.88 -0.80
B -1.04 -0.54 0.13
O -1.07 0.99 0.08
C -0.16 1.43 -0.76
O 0.01 2.64 -1.06
O -0.83 -1.14 1.45
C -1.67 -2.12 1.68
O -1.73 -2.84 2.68
C -2.69 -2.19 0.53
O -2.28 -1.21 -0.27
O -3.69 -2.88 0.30
P 1.91 9.03 -3.02
F 3.39 8.77 -3.57
F 1.43 8.58 -4.52
F 1.68 7.51 -2.51
F 0.30 9.25 -2.78
F 2.27 9.45 -1.52
F 1.99 10.54 -3.61
C -1.74 3.68 -7.94
F -2.72 4.50 -7.57
F -2.18 2.49 -7.77
F -1.35 3.93 -9.21
S -0.20 3.92 -6.85
O -0.56 4.40 -5.56
O 0.46 2.60 -6.83
O 0.62 4.95 -7.53
C -1.15 0.62 9.36
C -0.17 0.04 8.34
C -0.66 0.45 6.90
C -0.21 1.93 6.58
C 1.28 2.18 6.80
C 1.73 1.86 8.22
N 1.20 0.50 8.61
O 1.85 -0.03 9.77
C 3.29 1.81 8.32
C 1.28 2.97 9.23
C -0.09 -1.52 8.52
H -1.72 1.45 8.95
H -0.62 1.05 10.22
H -1.85 -0.07 9.84
H -0.32 -0.26 6.15
H -1.74 0.52 6.88
H -0.88 2.62 7.10
H -0.53 1.97 5.54
H 1.34 3.27 6.78
H 1.79 1.80 5.91
H 3.62 0.84 7.95
H 3.80 2.52 7.68
H 3.69 2.05 9.30
H 1.22 2.76 10.30
H 1.83 3.90 9.15
H 0.23 3.25 9.13
H -1.08 -1.92 8.29
H 0.21 -1.83 9.52
H 0.72 -1.97 7.94
H 2.53 -0.59 9.39
C 3.52 -7.60 0.67
C 3.34 -7.22 2.11
C 4.68 -7.56 2.88
C 5.80 -6.56 2.62
C 5.26 -5.17 3.05
C 3.84 -4.71 2.52
N 2.89 -5.83 2.48
O 1.72 -5.44 1.92
C 3.22 -3.75 3.56
C 4.10 -4.04 1.14
C 2.27 -8.13 2.78
H 3.71 -8.67 0.70
H 4.44 -7.20 0.24
H 2.74 -7.36 -0.05
H 4.49 -7.62 3.95
H 5.01 -8.53 2.51
H 6.01 -6.57 1.55
H 6.63 -6.86 3.25
H 6.03 -4.43 2.82
H 5.12 -5.25 4.13
H 2.40 -3.21 3.09
H 2.69 -4.25 4.37
H 3.94 -3.02 3.93
H 4.56 -4.78 0.49
H 3.19 -3.75 0.61
H 4.77 -3.19 1.05
H 1.29 -8.01 2.33
H 2.09 -7.85 3.82
H 2.48 -9.20 2.80
H 1.15 -5.58 2.68
C -4.90 7.98 2.34
C -3.78 8.53 1.34
C -3.36 9.96 1.73
C -2.45 10.02 2.92
C -1.35 9.05 2.77
C -1.66 7.62 2.51
N -2.62 7.61 1.39
O -2.83 6.28 0.83
C -0.31 6.96 2.08
C -2.17 6.99 3.86
C -4.20 8.71 -0.16
H -5.83 8.52 2.17
H -4.80 8.25 3.39
H -5.08 6.90 2.30
H -3.01 10.60 0.91
H -4.24 10.54 2.00
H -3.02 9.96 3.85
H -2.00 11.02 2.92
H -0.74 9.18 3.67
H -0.58 9.38 2.08
H 0.55 7.20 2.71
H -0.43 5.88 2.21
H 0.00 7.32 1.10
H -1.35 6.95 4.58
H -3.07 7.34 4.37
H -2.63 6.05 3.57
H -4.89 9.54 -0.32
H -4.70 7.79 -0.47
H -3.32 8.95 -0.75
H -3.38 5.83 1.48
C -7.61 0.36 1.36
C -7.90 1.79 2.00
C -9.29 1.96 2.66
C -9.57 1.19 4.04
C -8.48 1.70 5.03
C -7.00 1.53 4.50
N -6.86 2.06 3.09
O -5.54 2.11 2.59
C -6.23 2.55 5.35
C -6.53 0.03 4.78
C -7.76 2.87 0.92
H -6.67 0.36 0.81
H -8.30 0.00 0.60
H -7.45 -0.39 2.14
H -9.63 2.97 2.90
H -9.98 1.48 1.97
H -9.56 0.11 3.89
H -10.59 1.41 4.34
H -8.65 1.15 5.96
H -8.71 2.74 5.24
H -5.16 2.62 5.15
H -6.71 3.50 5.11
H -6.27 2.35 6.42
H -5.59 -0.35 4.37
H -6.71 -0.12 5.84
H -7.35 -0.51 4.30
H -6.84 2.83 0.35
H -7.65 3.85 1.40
H -8.53 2.83 0.16
H -5.36 1.17 2.59
C 6.19 -2.39 -4.04
C 7.05 -3.08 -5.17
C 7.30 -4.52 -4.63
C 7.71 -5.58 -5.68
C 6.64 -5.47 -6.78
C 6.44 -4.10 -7.45
N 6.14 -3.07 -6.38
O 6.07 -1.77 -6.80
C 7.64 -3.76 -8.36
C 5.12 -4.16 -8.28
C 8.42 -2.37 -5.35
H 5.33 -3.05 -3.93
H 5.91 -1.35 -4.21
H 6.74 -2.28 -3.11
H 8.17 -4.60 -3.98
H 6.56 -4.88 -3.92
H 7.83 -6.52 -5.13
H 8.66 -5.41 -6.20
H 5.67 -5.80 -6.41
H 6.84 -6.27 -7.49
H 7.50 -4.27 -9.31
H 7.68 -2.68 -8.50
H 8.66 -4.08 -8.13
H 5.17 -3.20 -8.80
H 5.11 -4.98 -9.00
H 4.11 -4.19 -7.87
H 9.24 -2.76 -4.74
H 8.36 -1.36 -4.95
H 8.80 -2.36 -6.37
H 6.97 -1.60 -7.08
C -0.75 -2.49 -8.91
C -1.24 -3.46 -7.84
C -0.88 -4.83 -8.43
C -1.11 -5.94 -7.40
C -0.13 -5.82 -6.30
C -0.17 -4.38 -5.60
N -0.38 -3.29 -6.61
O -0.27 -2.02 -6.12
C -1.28 -4.41 -4.52
C 1.20 -4.25 -4.96
C -2.75 -3.23 -7.58
H -1.10 -1.48 -8.72
H -1.28 -2.63 -9.85
H 0.27 -2.69 -9.24
H -1.58 -5.03 -9.24
H 0.12 -4.86 -8.86
H -1.00 -6.90 -7.90
H -2.14 -6.02 -7.05
H 0.82 -5.92 -6.83
H -0.25 -6.56 -5.51
H -1.20 -5.09 -3.68
H -1.47 -3.39 -4.19
H -2.22 -4.70 -4.98
H 1.09 -3.40 -4.29
H 1.38 -5.05 -4.25
H 1.96 -4.03 -5.70
H -3.04 -2.22 -7.31
H -3.07 -3.87 -6.76
H -3.44 -3.38 -8.42
H -1.17 -1.83 -5.84